89
Properties=species:S:1:pos:R:3 method="wB97M-V/def2-TZVPD" e_above_lowest_ev=0.0000 total_energy_ev=-115963.175 spin_multiplicity=5 charge=+1 fmax_ha_per_bohr=0.067 lumo_energy_ev="-1.885 / -3.667" orbital_gap_ha="0.31491 / 0.27121"
Co 1.138 0.402 0.469
C 2.870 1.455 -3.381
Si 1.611 2.394 -2.333
C 2.703 3.507 -1.315
C 0.512 3.475 -3.434
N 0.764 1.234 -1.356
P -0.824 0.955 -1.325
C -0.964 -0.027 0.078
P -0.619 -1.612 0.600
N 0.986 -1.540 0.484
Si 2.142 -2.523 1.352
C 3.856 -2.242 0.643
C 1.818 -4.370 1.321
C 1.999 -2.135 3.134
C -1.439 -1.835 2.188
C -1.744 -3.057 2.776
C -2.245 -3.178 4.050
C -2.576 -1.975 4.743
C -2.414 -0.748 4.107
C -1.791 -0.680 2.875
C -1.280 -3.070 -0.379
C -2.637 -3.401 -0.160
C -3.224 -4.410 -0.915
C -2.413 -5.186 -1.736
C -1.060 -4.912 -1.882
C -0.504 -3.800 -1.245
C -1.515 0.072 -2.777
C -0.953 -0.141 -4.003
C -1.644 -0.814 -4.993
C -2.918 -1.256 -4.788
C -3.435 -1.123 -3.526
C -2.805 -0.424 -2.550
C -1.814 2.534 -1.168
C -2.948 2.799 -1.943
C -3.326 4.139 -2.119
C -2.578 5.152 -1.574
C -1.528 4.859 -0.690
C -1.179 3.558 -0.391
H 3.260 2.179 -4.181
H 2.501 0.575 -3.898
H 3.704 1.104 -2.788
H 3.149 4.228 -1.966
H 3.494 2.891 -0.926
H 2.095 3.989 -0.502
H 1.025 3.746 -4.366
H 0.245 4.369 -2.945
H -0.375 2.987 -3.786
H 3.941 -3.131 -0.068
H 4.509 -2.530 1.505
H 4.259 -1.399 0.175
H 1.920 -4.857 0.354
H 0.824 -4.615 1.682
H 2.520 -4.969 1.895
H 2.385 -1.117 3.418
H 2.594 -2.859 3.710
H 0.998 -2.297 3.507
H -1.475 -3.957 2.218
H -2.421 -4.152 4.534
H -3.122 -2.058 5.680
H -2.643 0.145 4.615
H -1.697 0.324 2.425
H -3.255 -2.910 0.578
H -4.320 -4.567 -0.915
H -2.915 -6.035 -2.249
H -0.379 -5.465 -2.565
H 0.526 -3.506 -1.454
H 0.020 0.181 -4.283
H -1.166 -0.823 -5.982
H -3.600 -1.714 -5.534
H -4.471 -1.391 -3.252
H -3.242 -0.250 -1.585
H -3.448 2.053 -2.572
H -4.094 4.352 -2.873
H -2.927 6.122 -1.832
H -1.039 5.680 -0.193
H -0.338 3.297 0.211
N 3.468 4.001 4.892
C 2.944 3.084 4.007
C 3.797 2.282 3.229
C 3.249 1.464 2.284
N 1.914 1.310 2.049
C 1.101 2.016 2.839
C 1.568 2.909 3.793
H 4.444 4.148 4.844
H 2.790 4.555 5.458
H 4.854 2.394 3.227
H 3.864 0.734 1.702
H 0.028 1.851 2.685
H 0.913 3.561 4.363

18
Properties=species:S:1:pos:R:3 method="wB97M-V/def2-TZVPD" e_above_lowest_ev=4.1699 total_energy_ev=-7423.141 fmax_ha_per_bohr=0.019 lumo_energy_ev=0.738 orbital_gap_ha=0.27467
C -1.502 1.293 -0.252
C -0.773 -0.024 -0.024
C -1.500 -1.221 -0.574
C 1.444 0.878 0.310
C 2.190 -0.233 1.000
O 0.534 0.072 -0.748
H -1.027 2.113 0.291
H -1.504 1.531 -1.318
H -2.547 1.205 0.071
H -0.562 -0.139 1.051
H -0.924 -2.136 -0.395
H -2.471 -1.331 -0.083
H -1.658 -1.091 -1.647
H 2.115 1.410 -0.373
H 2.893 0.258 1.682
H 2.791 -0.922 0.365
H 1.547 -0.869 1.633
H 0.954 -0.794 -0.989

8
Properties=species:S:1:pos:R:3 method="wB97M-V/def2-TZVPD" e_above_lowest_ev=2.9111 total_energy_ev=-12173.014 charge=+1 fmax_ha_per_bohr=0.201 smiles="N/C=[NH+]/I" lumo_energy_ev=-5.411 orbital_gap_ha=0.29765
C -0.207 -0.601 -0.003
N -1.379 -0.035 0.106
N 1.063 0.521 -0.028
I 3.081 0.006 -0.151
H 0.238 -1.540 -0.032
H -2.085 -0.731 0.319
H -1.554 0.972 0.235
H 0.844 1.409 -0.446

6
Properties=species:S:1:pos:R:3 method="wB97M-V/def2-TZVPD" e_above_lowest_ev=1.7847 total_energy_ev=-6654.592 charge=-1 fmax_ha_per_bohr=0.112 smiles="NC(=O)[O-]" lumo_energy_ev=4.742 orbital_gap_ha=0.29705
N -0.698 0.575 -0.075
C 0.179 -0.602 0.200
O 0.254 -1.056 1.367
O 0.805 -0.793 -1.002
H -0.611 0.976 -0.971
H 0.071 0.900 0.482

17
Properties=species:S:1:pos:R:3 method="wB97M-V/def2-TZVPD" e_above_lowest_ev=4.8653 total_energy_ev=-10243.133 charge=+1 fmax_ha_per_bohr=0.066 lumo_energy_ev=-5.820 orbital_gap_ha=0.33946
C -3.338 0.350 0.349
C -2.097 -0.239 0.742
C 0.999 0.773 0.953
C 1.213 -1.164 -0.625
N -3.138 0.886 -0.798
N -1.904 0.645 -1.113
N -1.236 0.004 -0.185
N 0.672 0.176 -0.281
H -4.162 0.464 1.055
H -2.001 -0.849 1.624
H 0.307 0.328 1.726
H 2.078 0.590 1.208
H 0.844 1.856 0.795
H 2.103 -1.016 -1.189
H 1.455 -1.767 0.287
H 0.487 -1.575 -1.233
H -1.460 1.080 -1.867

96
Properties=species:S:1:pos:R:3 method="wB97M-V/def2-TZVPD" total_energy_ev=-177946.435 spin_multiplicity=3 charge=+1 fmax_ha_per_bohr=0.047 lumo_energy_ev="-2.354 / -2.728" orbital_gap_ha="0.29631 / 0.28257"
Ni 0.694 -0.063 -1.360
C 1.990 -5.117 -2.789
N 0.978 -4.034 -2.650
C -0.074 -3.946 -3.698
P 0.894 -3.038 -1.393
O 0.101 -1.828 -1.746
O 2.514 -2.746 -1.131
P 3.445 -1.498 -1.626
O 2.607 -0.366 -2.132
N 4.412 -2.065 -2.807
C 4.247 -1.597 -4.192
C 5.547 -2.964 -2.541
N 4.372 -1.238 -0.335
C 5.498 -0.276 -0.446
C 4.173 -1.811 1.033
N 0.398 -3.670 -0.009
C -1.020 -3.602 0.415
C 1.222 -4.537 0.896
H 2.506 -5.026 -3.770
H 1.550 -6.117 -2.700
H 2.765 -4.991 -2.015
H 0.421 -3.937 -4.696
H -0.665 -3.025 -3.610
H -0.779 -4.818 -3.708
H 3.469 -0.865 -4.253
H 3.982 -2.433 -4.851
H 5.193 -1.166 -4.585
H 5.478 -3.363 -1.515
H 6.482 -2.410 -2.650
H 5.556 -3.807 -3.241
H 5.613 0.088 -1.481
H 6.468 -0.707 -0.138
H 5.292 0.601 0.184
H 3.102 -2.050 1.205
H 4.452 -1.054 1.788
H 4.808 -2.721 1.152
H -1.611 -2.910 -0.220
H -1.122 -3.198 1.447
H -1.533 -4.612 0.369
H 2.292 -4.307 0.720
H 1.042 -5.629 0.720
H 0.959 -4.329 1.930
I -2.719 0.412 -2.416
C -1.182 1.522 -3.241
C -1.473 2.434 -4.250
C -0.466 3.264 -4.711
C 0.827 3.140 -4.158
C 1.057 2.162 -3.211
N 0.049 1.361 -2.718
H -2.510 2.484 -4.600
H -0.678 3.991 -5.461
H 1.663 3.741 -4.541
H 2.054 1.942 -2.848
O -0.945 -0.216 0.672
C 0.192 -0.081 1.160
O 1.253 -0.026 0.467
C 0.410 0.220 2.630
C -0.258 1.458 3.175
Ge -2.127 1.889 2.559
C -3.347 0.347 2.596
C -3.694 -0.133 3.858
C -4.605 -1.186 3.978
C -5.207 -1.726 2.837
C -4.835 -1.255 1.570
C -3.896 -0.209 1.437
C -2.056 2.782 0.771
C -0.888 3.504 0.460
C -0.978 4.534 -0.477
C -2.142 4.740 -1.256
C -3.206 3.874 -1.083
C -3.217 2.988 0.013
C -2.677 3.351 3.830
C -1.818 4.485 3.942
C -2.087 5.549 4.800
C -3.205 5.479 5.653
C -4.090 4.420 5.522
C -3.827 3.366 4.616
H 1.511 0.313 2.768
H -0.015 -0.650 3.161
H 0.343 2.356 2.905
H -0.241 1.351 4.279
H -3.322 0.374 4.756
H -4.927 -1.494 4.971
H -5.939 -2.535 2.939
H -5.308 -1.614 0.642
H -3.547 0.103 0.430
H 0.115 3.278 0.863
H -0.096 5.134 -0.710
H -2.197 5.548 -1.979
H -4.054 3.862 -1.769
H -4.121 2.466 0.344
H -0.916 4.501 3.386
H -1.439 6.451 4.811
H -3.407 6.247 6.431
H -4.973 4.328 6.145
H -4.558 2.558 4.477